Entry from OMol25: C40H43FIrN4OP2S2Se as an isolated structure in a non-equilibrium geometry (the ωB97M-V functional and the def2-TZVPD basis).

CARTESIAN COORDINATES (ANGSTROEM)
Ir 0.71164 0.14019 -1.48457
Se -2.03726 0.08284 -5.58273
S 1.82584 3.30245 -3.26966
S -1.88200 -2.70275 5.51188
P -0.64224 -1.30066 -0.44274
P -0.21265 1.17050 0.28810
F 6.18060 0.76747 1.42890
O 1.08867 2.05034 -2.85492
N 1.64638 -1.33138 -2.77182
N -0.81030 0.13106 -2.91444
N 1.90952 -2.87868 -4.28952
N -0.82119 -0.30343 0.91584
C 3.08344 -2.83661 -3.57886
C -2.84371 -2.98515 -0.52625
C -0.51662 -1.78115 6.24429
C -1.63226 2.24333 -0.09933
C 4.99244 0.61495 0.81558
C 4.32626 -0.58835 0.91995
C -4.53544 -1.05772 -1.60240
C 0.94493 3.83417 -4.72592
C 2.05335 1.81937 3.59578
C -3.63815 3.42897 0.54614
C 1.07319 -1.96132 -3.78290
C -3.19760 -0.76362 -1.40555
C -1.83042 2.65316 -1.41570
C 1.57575 -5.23454 0.36542
C 1.54922 -4.25758 1.34898
C 4.46860 1.66053 0.08761
C 1.93398 3.18966 3.79348
C -2.35603 -1.55127 4.20265
C 0.58073 1.96885 1.69459
C -2.33780 -1.73344 -0.88003
C 2.50439 0.30668 -0.45423
C 0.15553 -2.87580 -0.04866
C -2.54250 2.65294 0.88188
C -4.18817 -3.26753 -0.72126
C 2.91030 -1.87293 -2.64069
C 3.23882 1.49297 -0.53903
C -5.02888 -2.31154 -1.26674
C 1.38585 1.21189 2.54688
C -1.75537 -0.43542 2.03991
C 0.88894 -5.03862 -0.82618
C -1.28619 0.12076 -3.97945
C 1.14717 3.95059 2.94286
C 3.09581 -0.71841 0.28969
C 0.84691 -3.07950 1.13967
C 0.17983 -3.86711 -1.03226
C 0.47173 3.34449 1.89269
C -1.37726 -1.51940 3.03622
C -2.92926 3.43561 -1.74964
C 1.26865 4.58445 -2.14693
C -3.83304 3.82192 -0.77329
H 3.60078 -1.52767 -1.89454
H 2.12374 -6.15278 0.52961
H -1.13506 2.33888 -2.18243
H 3.92079 -3.47198 -3.80232
H 2.07439 -4.41167 2.28240
H 1.52412 4.25488 -1.14011
H -1.77220 0.52509 2.55504
H 2.59759 -1.67237 0.36136
H 2.45698 3.66408 4.61337
H -6.07464 -2.54084 -1.42385
H 1.79812 5.50890 -2.37589
H -0.36095 -3.72640 -1.96146
H 4.77195 -1.40503 1.47352
H 0.19105 4.71824 -2.23723
H -5.19205 -0.30851 -2.02354
H 0.89303 -5.80688 -1.58813
H 0.82063 -2.32340 1.91176
H -4.68738 4.43250 -1.03451
H 2.67434 1.22715 4.25500
H 1.70720 -3.46923 -5.07838
H -2.39764 2.37654 1.91734
H -0.36755 -1.32610 3.40759
H 0.09033 -1.78016 -4.18019
H 5.01499 2.59172 0.01549
H -3.34078 -1.88118 3.86720
H 0.33212 -1.69304 5.56693
H -2.47335 -0.55694 4.64200
H -4.33823 3.73304 1.31289
H 1.05666 5.01778 3.09521
H -2.20112 -3.73735 -0.09144
H -1.36737 -2.49824 2.55239
H 1.49014 0.14895 2.38438
H -0.14093 3.94403 1.23180
H -4.57507 -4.23936 -0.44534
H -2.76399 -0.61716 1.65095
H -2.82444 0.21619 -1.65583
H -0.12214 3.82463 -4.50659
H -0.84596 -0.79057 6.55722
H -3.08358 3.73286 -2.77930
H 1.28489 4.83272 -5.00011
H 1.17053 3.12859 -5.52232
H 2.86301 2.32941 -1.10766
H -0.19708 -2.33559 7.12442

Results
- Net charge: +1
- Orbital gap: 7.28 eV
- Relative energy (zero: lowest compared OMol25 entry of this formula, charge and spin): 0.000 eV

Entry from OMol25: C40H44BrMoN3O6PS2 as an isolated structure (the ωB97M-V functional and the def2-TZVPD basis).

CARTESIAN COORDINATES (ANGSTROEM)
Mo -0.13514 0.42415 0.00678
Br -6.34504 3.86068 3.14124
S -1.30553 -0.37374 -3.14335
S -2.01460 3.02012 -2.47295
P 0.10892 -0.13829 2.48289
O -0.85487 -1.57170 -3.79571
O -2.69466 -0.32769 -2.76716
O -2.18772 2.01702 -1.39040
O 0.38767 2.14732 -0.64696
O 0.07218 2.14632 0.75006
O -0.38260 -0.10608 -1.96700
N 1.70356 -0.17763 0.01210
N -0.65795 -1.87709 -0.01608
N -2.47078 0.03155 0.41295
C -2.33537 -0.89519 3.62712
C -4.71538 0.54384 1.29752
C 3.40458 -0.19723 -3.33685
C -5.59503 1.40994 1.92303
C 1.46623 2.14587 3.41477
C -1.26591 2.32777 -3.90562
C 3.69017 -1.23682 0.98860
C -0.85109 -2.81986 2.96907
C -2.34137 -3.33400 -0.87641
C 4.44752 -2.51207 4.49360
C 2.65526 -0.64988 -2.25816
C 3.97013 1.79826 -2.17879
C -3.00057 2.21670 1.35338
C -3.41792 0.94455 0.98529
C 1.76562 -0.83471 2.37142
C 2.53762 0.17874 -1.13628
C 4.81724 1.50627 -4.53336
C 3.22936 1.39174 -1.07532
C 4.05281 1.03158 -3.32989
C 2.39251 -0.73982 1.12448
C 0.19768 -2.88511 -0.02392
C -0.38302 0.68540 -5.43666
C -0.96275 0.99451 -4.21645
C -1.43137 -4.38632 -0.91006
C 3.24928 2.24117 0.16276
C 4.33253 -1.80814 2.07131
C -0.15299 -4.16452 -0.44732
C -5.16748 2.68349 2.26367
C -2.87602 -1.01561 -0.16005
C 3.72072 -1.91520 3.32166
C -0.98011 3.32157 -4.84298
C -0.40142 3.00511 -6.06007
C 0.18190 1.34116 3.61904
C -0.10008 1.68708 -6.35782
C 2.06744 -2.02882 -2.33247
C -0.89207 -1.36874 3.44013
C 2.42929 -1.42507 3.44508
C -3.87064 3.08756 1.98717
C -1.92736 -2.11058 -0.40309
C 0.02283 1.01723 5.10577
H 4.19201 -1.16879 0.03260
H -1.21596 4.35384 -4.60699
H 2.45959 -2.65598 -1.52724
H 4.06183 1.92273 0.82298
H 5.47390 2.33759 -4.28162
H 5.42277 0.70376 -4.95512
H -1.23389 -3.45348 3.77131
H 5.33989 -2.18603 1.94102
H 0.07674 1.95641 5.65848
H 3.75565 -2.79657 5.28526
H -1.48445 -2.98010 2.09867
H 3.41631 3.28687 -0.09124
H 1.93134 -1.50279 4.40637
H 0.98188 -2.01409 -2.28363
H 5.15688 -1.79514 4.91147
H 2.32404 2.16832 0.71993
H -0.18925 3.78918 -6.77438
H -0.16293 -0.35103 -5.64842
H 0.83821 0.38697 5.46885
H -2.78150 -1.39897 4.48608
H 4.49258 2.74749 -2.12930
H 3.48799 -0.83625 -4.20909
H -2.93115 -1.14515 2.75063
H -3.91484 -1.19006 -0.41138
H -0.66740 1.95494 3.30136
H -0.92576 0.55070 5.35845
H -2.42080 0.18056 3.78803
H 5.01230 -3.39592 4.19792
H -3.36425 -3.45247 -1.20740
H -6.59783 1.08632 2.16286
H -1.72302 -5.35893 -1.28093
H -2.00094 2.54772 1.11836
H 2.34093 -2.49767 -3.27623
H 1.19924 -2.67225 0.31700
H 1.53931 2.56239 2.41712
H -3.54209 4.08083 2.25903
H -5.05154 -0.46255 1.09270
H 4.13261 1.84482 -5.31376
H -0.38968 -1.34071 4.40911
H 2.34865 1.53360 3.60914
H 0.16059 -3.15456 2.73783
H 1.47126 2.97556 4.12342
H 0.35045 1.43335 -7.30775
H 0.58421 -4.95433 -0.42902

Results
- Net charge: +1
- Orbital gap (alpha / beta): 6.66 / 7.08 eV
- Multiplicity: 3
- Relative energy (zero: lowest compared OMol25 entry of this formula, charge and spin): 3.393 eV

Entry from OMol25: C40H44Cl5N6OSV as an isolated structure in a non-equilibrium geometry (the ωB97M-V functional and the def2-TZVPD basis).

CARTESIAN COORDINATES (ANGSTROEM)
V 0.16556 -0.09957 -0.78344
Cl 0.97826 -2.29789 -1.68055
Cl 1.41218 2.74336 -2.92448
Cl 3.82563 2.16863 -4.82850
Cl 4.92405 -0.73978 -5.07723
Cl 3.44156 -3.06959 -3.58624
S 3.39954 -0.22559 0.59575
O 1.92094 -0.41131 0.56987
N 0.13789 3.47159 0.21125
N -1.98351 3.17819 1.06411
N -0.73586 1.31399 0.31353
N -3.64223 0.14396 -2.72604
N -1.52999 -0.16993 -1.70771
N -1.66001 0.85982 -3.75321
C -0.68035 0.13631 -4.53192
C -2.01469 -0.33875 3.36436
C -1.47784 0.61917 2.50250
C -2.40607 -2.36200 -1.24157
C -2.77435 -3.09396 1.00924
C -0.86348 2.60905 0.51872
C 2.25973 -3.22850 2.16404
C 3.60470 -0.39578 -4.03357
C 1.30046 -0.51138 4.62249
C 1.32416 -5.04551 0.90722
C -1.84926 -0.85946 0.60944
C 3.09186 -3.71889 -0.02913
C 1.93368 -1.10659 -2.48039
C -2.27654 0.23223 -2.70210
C 3.76499 0.82045 2.09960
C -1.92916 -1.13878 -0.79384
C -4.37449 -0.02427 -3.96599
C -3.28085 2.56119 0.99042
C 2.12124 -0.79301 5.70102
C 1.36184 -4.27526 2.05736
C 2.96858 -1.43272 -3.34051
C -4.47072 -0.04811 -1.55895
C 2.08397 1.17201 -3.00521
C -2.33372 -1.84933 1.50913
C 3.19918 0.26938 3.36433
C 4.11743 -1.82774 1.25436
C -0.10820 4.71603 -0.48708
C 4.01938 -0.03117 4.44695
C 3.48102 -0.54146 5.61468
C -2.24954 2.00167 -4.41345
C 3.12663 0.90986 -3.89263
C -2.80655 -3.34364 -0.33546
C 1.48651 0.18948 -2.22207
C -1.37133 0.38442 1.13824
C -2.40736 -1.55877 2.88684
C 2.18891 -4.76209 -0.13593
C 1.50485 3.00120 0.26115
C 3.13915 -2.94454 1.12417
C 1.83102 0.03338 3.46832
C -1.90478 4.31532 1.95485
H -3.01098 2.44471 -3.77662
H -2.45974 -2.55207 -2.30640
H -5.00597 -0.91269 -3.88153
H 0.08897 0.81652 -4.89192
H 1.70636 -1.21253 6.60338
H -2.81469 -2.30237 3.55336
H 5.08319 0.14920 4.38083
H -4.84073 -1.07815 -1.50062
H 0.24243 -0.72019 4.66969
H -1.15177 -0.34012 -5.40225
H -2.48810 5.15385 1.56862
H -5.33232 0.62323 -1.62429
H 1.18669 0.24611 2.62832
H -3.16854 -4.29036 -0.70432
H -2.68613 1.75822 -5.38563
H -2.30990 4.03671 2.93188
H -0.21605 -0.63373 -3.92012
H -2.10719 -0.10674 4.41583
H 0.04043 4.58313 -1.56227
H 0.70268 -4.50026 2.88229
H -0.87158 4.62549 2.08086
H 4.85014 0.91150 2.13802
H -1.46330 2.73844 -4.58060
H -3.08731 -3.84723 1.71439
H -1.11920 1.55571 2.91065
H 3.76975 -3.51400 -0.84553
H -4.02960 3.33226 0.79848
H -3.55087 2.04149 1.91687
H -1.12454 5.05363 -0.31569
H -3.91731 0.16665 -0.64915
H 5.00615 -1.99856 0.64756
H 3.34249 1.79781 1.87105
H 2.29686 -2.64665 3.07315
H -3.29659 1.85107 0.16787
H 2.16315 -5.35334 -1.03850
H 0.63359 -5.87119 0.83007
H 1.79237 2.90476 1.31211
H 4.12551 -0.75119 6.45437
H -3.69600 -0.17008 -4.79997
H 1.61357 2.02992 -0.23313
H 0.58567 5.47452 -0.12740
H 4.40134 -1.66367 2.29137
H 2.15269 3.72822 -0.21709
H -5.01965 0.83665 -4.16476

Results
- Net charge: +1
- Orbital gap (alpha / beta): 6.77 / 6.02 eV
- Multiplicity: 2
- Relative energy (zero: lowest compared OMol25 entry of this formula, charge and spin): 0.143 eV